The following is a quantum chemistry calculation of a 13-piece molecular cluster, C42H118N8O13 overall in a non-equilibrium geometry, from the Open Molecules 2025 dataset.

As for the lowest unoccupied orbital energy: 0.22 eV. As for the electronic energy: -3086.6970 a.u. Its charge is 0. The spin multiplicity is 1. As for the frontier orbital gap: 8.83 eV. The calculation puts the energy relative to the best compared isomer or geometry (same formula, charge and spin) at 7.814 eV.

The geometry in XYZ format:
```
181
Properties=species:S:1:pos:R:3:lowdin_charge:R:1
C 1.06 -4.38 4.04 -0.09
C 0.51 -4.77 5.41 -0.41
C 0.68 -3.55 6.50 -0.18
O 0.31 -4.12 7.72 -0.21
C 1.04 -3.79 8.86 -0.12
N -0.86 -5.21 5.30 0.04
H 1.20 -5.26 3.42 0.08
H 1.99 -3.80 4.05 0.07
H 0.38 -3.72 3.49 0.07
H 1.18 -5.55 5.78 0.13
H 0.08 -2.67 6.27 0.12
H 1.72 -3.23 6.42 0.11
H 1.99 -4.23 8.57 0.08
H 0.80 -4.30 9.80 0.08
H 1.12 -2.73 9.10 0.08
H -0.67 -6.18 5.11 0.07
H -1.17 -4.93 4.38 0.06
C 3.68 -3.11 -9.24 -0.05
C 4.36 -4.51 -9.46 -0.42
C 4.67 -4.88 -10.88 -0.19
O 3.40 -5.34 -11.41 -0.19
C 3.47 -5.88 -12.68 -0.14
N 5.56 -4.47 -8.61 0.02
H 3.25 -2.98 -8.25 0.07
H 2.84 -2.98 -9.93 0.07
H 4.51 -2.41 -9.29 0.07
H 3.70 -5.31 -9.12 0.14
H 5.48 -5.60 -11.00 0.12
H 5.01 -4.03 -11.48 0.12
H 2.59 -5.73 -13.31 0.09
H 3.80 -6.91 -12.73 0.09
H 4.22 -5.27 -13.18 0.08
H 6.26 -3.96 -9.12 0.06
H 6.00 -5.38 -8.49 0.06
C -9.47 -2.12 1.63 -0.07
C -8.24 -2.19 0.68 -0.44
C -7.14 -1.17 1.05 -0.17
O -7.56 0.20 0.76 -0.19
C -7.77 1.07 1.90 -0.10
N -7.81 -3.57 0.52 0.03
H -10.18 -2.93 1.45 0.07
H -10.06 -1.21 1.53 0.07
H -9.12 -2.18 2.66 0.07
H -8.60 -1.91 -0.31 0.13
H -6.24 -1.42 0.49 0.11
H -6.77 -1.32 2.07 0.12
H -8.45 0.58 2.60 0.07
H -8.31 1.99 1.68 0.08
H -6.83 1.28 2.42 0.08
H -7.62 -3.89 1.46 0.07
H -8.62 -4.04 0.15 0.07
C 0.32 -0.61 -2.00 -0.06
C -0.81 0.43 -2.17 -0.42
C -1.00 1.22 -0.90 -0.22
O 0.20 1.95 -0.57 -0.17
C -0.15 2.74 0.54 -0.13
N -0.51 1.37 -3.27 0.04
H 1.13 -0.09 -1.50 0.08
H 0.79 -0.95 -2.92 0.07
H 0.01 -1.53 -1.50 0.08
H -1.77 -0.06 -2.34 0.13
H -1.16 0.38 -0.22 0.12
H -1.94 1.77 -0.88 0.13
H -0.85 2.37 1.29 0.09
H -0.59 3.67 0.20 0.09
H 0.79 3.00 1.03 0.09
H 0.15 0.90 -3.87 0.05
H 0.16 2.06 -2.94 0.06
C 2.65 -10.50 -4.13 -0.07
C 3.46 -10.68 -2.80 -0.39
C 3.80 -9.33 -2.04 -0.18
O 4.85 -8.60 -2.70 -0.20
C 4.82 -7.21 -2.32 -0.10
N 2.59 -11.50 -1.93 0.00
H 2.62 -11.43 -4.70 0.07
H 3.02 -9.67 -4.73 0.07
H 1.60 -10.31 -3.92 0.07
H 4.34 -11.27 -3.04 0.12
H 4.06 -9.39 -0.98 0.11
H 2.82 -8.84 -2.01 0.12
H 4.11 -6.52 -2.77 0.09
H 5.84 -6.89 -2.50 0.09
H 4.67 -7.33 -1.25 0.08
H 3.11 -11.77 -1.11 0.06
H 2.29 -12.41 -2.25 0.07
C 7.22 1.84 -1.78 -0.07
C 8.61 1.53 -2.33 -0.43
C 8.63 0.66 -3.64 -0.20
O 9.91 0.62 -4.23 -0.19
C 10.55 -0.56 -3.82 -0.12
N 9.26 2.80 -2.60 0.03
H 6.56 0.97 -1.79 0.08
H 6.71 2.60 -2.36 0.07
H 7.28 2.22 -0.76 0.08
H 9.11 0.99 -1.53 0.12
H 7.99 1.17 -4.37 0.12
H 8.22 -0.34 -3.55 0.11
H 11.52 -0.74 -4.28 0.09
H 9.98 -1.45 -4.09 0.08
H 10.71 -0.47 -2.74 0.09
H 8.66 3.58 -2.83 0.07
H 10.18 2.87 -3.00 0.07
C -3.08 2.76 8.51 -0.05
C -4.42 2.60 9.40 -0.39
C -5.79 2.85 8.69 -0.16
O -6.72 3.60 9.48 -0.19
C -7.07 2.99 10.64 -0.16
N -4.32 1.21 9.85 0.02
H -3.11 2.18 7.59 0.07
H -2.16 2.44 9.00 0.06
H -2.95 3.84 8.38 0.06
H -4.50 3.29 10.23 0.12
H -6.29 1.89 8.58 0.11
H -5.65 3.27 7.70 0.12
H -7.87 3.63 10.99 0.10
H -6.22 2.92 11.32 0.08
H -7.47 2.00 10.42 0.09
H -3.64 1.25 10.60 0.07
H -5.21 1.01 10.29 0.05
C -4.34 8.67 4.97 -0.09
C -4.17 9.84 4.06 -0.44
C -4.58 9.59 2.54 -0.22
O -3.61 8.78 1.99 -0.17
C -3.99 8.34 0.65 -0.07
N -4.84 10.95 4.75 0.02
H -5.40 8.43 4.92 0.08
H -3.87 8.74 5.95 0.08
H -4.05 7.74 4.48 0.07
H -3.10 10.04 4.16 0.13
H -4.77 10.52 2.00 0.11
H -5.59 9.18 2.56 0.12
H -4.28 9.28 0.17 0.08
H -4.83 7.68 0.45 0.08
H -3.15 7.80 0.21 0.09
H -4.34 11.17 5.60 0.07
H -4.64 11.71 4.11 0.06
C 5.10 0.58 4.73 -0.10
C 6.38 -0.07 4.25 -0.35
O 6.40 -1.44 4.57 -0.07
H 5.19 1.66 4.66 0.07
H 4.84 0.39 5.77 0.07
H 4.21 0.25 4.18 0.07
H 7.13 0.46 4.83 0.11
H 6.52 0.09 3.18 0.11
H 7.26 -1.78 4.31 0.08
C 3.33 8.10 5.88 -0.09
C 3.46 9.22 4.87 -0.37
O 3.66 10.43 5.51 -0.06
H 4.29 7.91 6.35 0.08
H 3.03 7.23 5.29 0.08
H 2.65 8.40 6.67 0.08
H 2.50 9.37 4.37 0.11
H 4.19 8.95 4.10 0.11
H 3.81 10.07 6.38 0.06
C -3.65 -7.44 -4.10 -0.07
C -3.40 -6.04 -3.49 -0.35
O -3.50 -6.03 -2.12 -0.07
H -4.52 -7.84 -3.58 0.07
H -2.80 -8.07 -3.83 0.07
H -3.85 -7.50 -5.17 0.07
H -3.99 -5.20 -3.86 0.11
H -2.36 -5.75 -3.65 0.10
H -4.28 -5.51 -1.91 0.08
C 1.43 5.78 -6.48 -0.09
C 2.38 4.73 -7.08 -0.31
O 1.78 3.45 -7.32 -0.08
H 1.67 5.74 -5.42 0.06
H 0.37 5.54 -6.58 0.07
H 1.74 6.74 -6.89 0.07
H 3.28 4.66 -6.47 0.11
H 2.69 5.17 -8.03 0.09
H 0.93 3.59 -7.75 0.07
C -7.47 4.13 -4.45 -0.09
C -6.49 3.16 -5.09 -0.31
O -5.18 3.76 -5.13 -0.10
H -8.48 4.00 -4.84 0.07
H -7.17 5.09 -4.87 0.07
H -7.36 4.24 -3.37 0.07
H -6.76 2.93 -6.12 0.10
H -6.35 2.22 -4.55 0.11
H -4.46 3.19 -4.86 0.07
```